Record 1
DFT (wB97M-V/def2-TZVPD) results for the molecule CH4O2S.

```
8
Properties=species:S:1:pos:R:3:forces:R:3:nbo_charge:R:1
C -0.292831 0.031855 0.151468 -2.750 2.754 1.385 0.21
O -1.058616 -1.194079 0.178447 1.477 1.064 0.632 -0.71
O 1.028576 0.258739 0.797244 -1.884 -1.275 -1.213 -0.66
S 2.242615 -0.444512 -0.113924 0.181 -0.802 0.926 0.30
H -0.213287 0.305371 -0.876983 0.579 -0.420 -0.839 0.16
H -1.693417 -1.218132 0.918397 0.749 0.285 -0.274 0.48
H -0.993838 0.951276 0.538919 1.780 -2.305 -0.196 0.15
H 2.327808 0.404364 -1.120948 -0.132 0.700 -0.421 0.07
```
Positions in Å, forces in eV/Å.

Output
SMILES string: OCOS
HOMO-LUMO gap (eV): 10.07
E_LUMO (hartree): 0.027
HOMO (eV): -9.34
Energy above the lowest of the compared OMol25 structures with the same formula, charge and spin (kcal per mole): 46.2

=====

Record 2
DFT (wB97M-V/def2-TZVPD) results for the molecule CH6P2.

```
9
Properties=species:S:1:pos:R:3:forces:R:3:nbo_charge:R:1
C -1.628620 0.649460 -0.279577 1.261 -1.414 -0.058 -1.04
P 0.114007 0.490115 -0.011562 -1.462 1.626 0.250 0.70
P 1.599809 -0.802905 0.957056 -0.101 -0.357 0.334 0.00
H -1.767326 0.012973 -1.159571 -0.439 -0.007 -0.162 0.20
H -2.203371 0.198626 0.547127 0.151 0.382 -0.109 0.21
H 0.863623 0.736051 -1.118678 0.017 0.045 -1.265 -0.01
H 0.460000 1.670044 0.569636 0.373 0.819 0.879 -0.05
H 1.984954 -1.234825 -0.306228 0.600 -0.059 -0.514 0.00
H 0.576923 -1.719539 0.801797 -0.400 -1.035 0.645 0.00
```
Positions in Å, forces in eV/Å.

Output
SMILES string: C=[PH2]P
HOMO-LUMO gap (eV): 8.42
E_LUMO (hartree): 0.022
HOMO (eV): -7.83
Energy above the lowest of the compared OMol25 structures with the same formula, charge and spin (kcal per mole): 56.8

=====

Record 3
DFT (wB97M-V/def2-TZVPD) results for the molecule C7H15N.

```
23
Properties=species:S:1:pos:R:3:forces:R:3:nbo_charge:R:1
C -2.618636 -0.768420 -0.313101 0.925 1.100 -2.421 -0.07
C 2.226073 0.412401 0.385172 -2.316 1.773 1.362 -0.60
C 0.907915 -1.823796 0.145484 1.219 0.318 2.603 -0.62
C -0.285270 0.567541 -1.431301 0.859 0.840 -0.220 -0.65
C -0.812766 1.504847 0.815330 0.303 1.753 -0.264 -0.60
C 0.867804 -0.346113 0.613783 -0.387 -0.410 -2.012 -0.21
C -0.467966 0.204517 0.030935 -0.286 1.421 1.133 0.08
N -1.640200 -0.587766 0.434271 1.896 -0.489 0.255 -0.39
H -3.392220 -1.277597 0.141217 -2.054 -1.061 0.438 0.17
H -2.703307 -0.421922 -1.406513 0.097 -0.484 1.469 0.14
H 2.580899 0.585822 -0.586306 0.172 0.092 -1.582 0.20
H 2.878575 -0.240517 0.867985 1.572 -0.840 0.832 0.21
H 2.249089 1.419228 0.955360 -0.139 -1.570 -0.896 0.20
H 0.420453 -2.098485 -0.720750 -1.149 0.234 -2.233 0.21
H 1.908146 -2.193167 0.045370 0.815 -0.148 -0.009 0.20
H 0.436245 -2.467935 0.874295 -0.131 -0.065 0.509 0.22
H -0.006943 -0.211502 -2.164461 0.190 0.134 0.722 0.22
H 0.455407 1.420250 -1.421543 -0.485 -1.133 -0.400 0.22
H -1.170470 1.010876 -1.824498 -0.911 0.411 -0.306 0.21
H -0.794660 1.359644 1.970054 0.082 0.291 -2.160 0.23
H -0.022549 2.257350 0.424292 -1.273 -0.768 1.287 0.20
H -1.846036 1.917525 0.502502 1.623 -0.683 0.546 0.21
H 0.830408 -0.222772 1.662414 -0.621 -0.716 1.348 0.21
```
Positions in Å, forces in eV/Å.

Output
SMILES string: C=NC(C)(C)C(C)C
HOMO-LUMO gap (eV): 10.39
E_LUMO (hartree): 0.037
HOMO (eV): -9.39
Energy above the lowest of the compared OMol25 structures with the same formula, charge and spin (kcal per mole): 44.4